# 1
{
  "formula": "C42H91F3NO17",
  "method": "ωB97M-V/def2-TZVPD",
  "elements": ["H", "C", "C", "O", "H", "C", "O", "H", "H", "H", "C", "O", "C", "H", "H", "H", "H", "H", "H", "H", "C", "H", "C", "H", "H", "O", "H", "H", "H", "H", "O", "O", "C", "C", "H", "H", "H", "O", "H", "N", "C", "C", "C", "H", "H", "H", "C", "C", "H", "H", "H", "H", "H", "O", "H", "H", "C", "H", "O", "C", "H", "H", "H", "H", "H", "H", "H", "H", "H", "O", "C", "C", "C", "H", "C", "H", "C", "H", "C", "C", "C", "H", "H", "C", "C", "H", "H", "O", "H", "O", "H", "F", "H", "H", "O", "C", "C", "H", "C", "H", "C", "H", "H", "H", "H", "C", "H", "F", "H", "C", "H", "H", "H", "H", "H", "C", "H", "H", "H", "C", "H", "O", "H", "H", "H", "F", "C", "C", "C", "H", "H", "H", "C", "H", "H", "H", "H", "H", "C", "O", "O", "H", "H", "H", "O", "H", "C", "C", "H", "H", "H", "H", "C", "H"],
  "positions_angstrom": [[6.21, -0.29, 1.04], [7.70, 6.36, -1.81], [1.12, -1.96, 0.08], [-5.36, -6.62, -1.71], [3.67, -2.95, 0.16], [1.12, 6.08, 7.24], [3.15, 1.94, -2.72], [4.12, -2.52, 1.82], [5.21, 8.89, 0.86], [-1.95, 1.65, 1.87], [-4.37, -0.23, -4.72], [7.05, 6.53, -0.57], [4.04, 5.93, 0.02], [-4.49, 1.38, 0.20], [5.35, -2.62, 0.57], [3.43, 2.69, 7.70], [-3.85, -0.85, 1.91], [-5.67, -4.58, -1.85], [1.97, 4.76, 8.69], [4.94, 0.99, -2.96], [2.08, -0.35, -1.62], [-3.83, 1.03, 4.73], [-0.31, 6.03, 4.44], [-7.58, -1.45, -0.52], [1.51, -1.11, -2.16], [-6.01, -0.50, 0.45], [1.65, 0.59, -1.94], [-1.12, -2.35, -3.66], [5.10, -0.48, 2.39], [1.67, 6.65, 4.05], [2.55, -0.42, 2.02], [-1.00, 5.06, 5.20], [3.58, 2.59, -1.55], [3.10, 3.07, 6.73], [6.13, 8.20, -1.36], [-0.75, 7.02, 4.60], [3.14, 5.79, -0.58], [1.93, 3.84, 6.85], [-5.01, -5.36, -3.32], [2.86, -0.32, 0.79], [-2.74, -4.01, -5.06], [1.15, 6.07, 4.82], [-3.00, 1.89, 1.68], [5.39, -1.20, -1.24], [4.27, 5.85, 3.82], [-1.84, -2.79, -2.12], [-4.66, -9.37, -2.99], [6.52, 7.83, -0.41], [-2.91, 1.84, -0.43], [4.98, 0.95, 1.37], [-7.41, -6.59, -1.56], [1.14, -2.26, -6.17], [-3.10, 2.98, 1.61], [-4.31, -9.91, -0.66], [5.10, 0.46, -0.93], [-4.33, -9.72, -3.97], [-1.45, -4.24, -5.81], [7.03, 6.59, -2.64], [-2.98, -0.06, 0.18], [4.61, -0.50, -0.98], [3.08, 5.75, 1.92], [-2.87, 2.45, 4.28], [5.72, 7.34, 1.54], [1.11, -2.23, 1.13], [-4.01, -1.79, -2.85], [3.65, 0.55, -4.06], [-4.43, 0.06, -5.76], [3.45, 4.20, 1.12], [3.91, 3.66, 6.28], [-2.60, -3.82, -3.66], [-5.00, -1.45, 0.18], [-3.70, -1.08, 0.85], [5.41, 7.84, 0.62], [-3.98, -5.15, -1.90], [-6.75, -8.56, -2.07], [-2.63, 6.27, 5.64], [-2.06, -2.60, -3.17], [-2.67, -0.65, -2.56], [3.53, -0.43, -2.09], [3.83, 5.21, 1.33], [0.65, 0.46, 0.23], [-4.83, -1.52, -0.90], [-3.05, -1.96, 0.79], [4.82, 4.98, 3.44], [-3.03, -1.45, -3.22], [1.01, -3.65, -5.08], [-5.33, -11.56, 0.07], [1.43, 6.75, 6.03], [3.13, 5.40, 7.49], [-3.16, -0.93, -4.53], [-5.32, -2.44, 0.55], [4.95, -1.74, -3.51], [2.88, 2.23, 6.07], [-2.25, 0.81, 3.96], [5.04, 5.09, 2.06], [0.67, -3.23, -6.04], [-4.46, -10.94, 0.29], [3.15, 3.59, -1.56], [-5.00, -5.36, -2.22], [-3.33, -4.92, -5.15], [2.11, 5.01, 7.63], [-3.13, -10.62, -2.17], [-3.31, -3.19, -5.51], [-4.42, 0.67, -4.09], [0.98, -3.89, -6.85], [3.87, 0.77, -3.02], [4.66, 2.70, -1.53], [2.81, -1.70, -4.01], [-0.15, 0.39, -0.50], [-3.42, 1.28, 0.36], [8.00, 5.31, -1.88], [-3.56, -11.57, 0.34], [-7.72, 0.30, -0.28], [8.59, 6.99, -1.88], [-6.61, -0.33, -1.52], [-6.63, -7.06, -2.17], [-0.39, 5.77, 3.38], [7.32, 8.50, -0.07], [5.80, 4.95, 3.93], [1.73, -0.56, -0.13], [-6.47, -8.91, -1.08], [4.17, 7.33, 0.15], [1.17, 6.86, 8.01], [1.06, 1.46, 0.26], [-4.20, -8.40, -2.80], [3.51, -2.83, -2.26], [3.70, -1.67, -2.96], [-3.15, 1.43, 3.98], [-4.19, -10.39, -1.98], [-1.69, -4.69, -6.79], [4.88, 5.49, -0.53], [-5.24, -0.87, -4.49], [-7.03, -0.50, -0.52], [-7.81, -8.81, -2.22], [-4.77, -11.32, -2.10], [4.27, 4.07, 3.69], [0.10, 5.69, 7.23], [-4.60, -10.47, 1.27], [4.20, -0.84, 0.46], [-3.81, 1.42, 2.74], [-0.73, -3.04, -6.04], [0.10, -1.94, -0.28], [-2.84, 5.17, 4.24], [-0.83, -4.95, -5.25], [-6.07, -9.27, -3.09], [1.64, -2.73, -0.47], [5.19, -0.11, 1.38], [-2.39, 5.28, 5.24], [1.59, 5.07, 4.82], [-2.82, 4.53, 5.90], [0.23, 0.21, 1.20], [-6.77, -6.75, -3.21], [4.32, -2.34, 0.77], [3.22, 2.08, -0.66]],
  "lowdin_spin": [0.00, 0.00, 0.02, 0.00, 0.00, 0.00, 0.00, 0.00, 0.00, 0.00, 0.00, 0.00, 0.00, 0.00, 0.00, 0.00, 0.00, 0.00, 0.00, 0.00, 0.00, 0.00, 0.00, 0.00, 0.00, 0.00, 0.00, 0.00, 0.00, 0.00, 0.51, 0.00, 0.00, 0.00, 0.00, 0.00, 0.00, 0.00, 0.00, 0.38, 0.00, 0.00, 0.00, 0.00, 0.00, 0.00, 0.00, 0.00, 0.00, 0.00, 0.00, 0.00, 0.00, 0.00, 0.00, 0.00, 0.00, 0.00, 0.00, 0.00, 0.00, 0.00, 0.00, 0.00, 0.00, 0.00, 0.00, 0.00, 0.00, 0.00, 0.00, 0.00, 0.00, 0.00, 0.00, 0.00, 0.00, 0.00, 0.00, 0.00, 0.00, 0.00, 0.00, 0.00, 0.00, 0.00, 0.00, 0.00, 0.00, 0.00, 0.00, 0.00, 0.00, 0.00, 0.00, 0.00, 0.00, 0.00, 0.00, 0.00, 0.00, 0.00, 0.00, 0.00, 0.00, 0.00, 0.00, 0.00, 0.00, 0.00, 0.00, 0.00, 0.00, 0.00, 0.00, 0.00, 0.00, 0.00, 0.00, 0.03, 0.00, 0.00, 0.00, 0.00, 0.00, 0.00, 0.00, 0.00, 0.00, 0.00, 0.00, 0.00, 0.00, 0.00, 0.00, 0.00, 0.00, 0.00, 0.03, 0.00, 0.00, 0.00, 0.00, 0.00, 0.00, 0.00, 0.00, 0.00, 0.00, 0.00, 0.00, 0.00, 0.02, 0.00],
  "e_above_lowest_kcal_mol": 0.00,
  "fmax_ev_per_a": 1.1,
  "e_tot_ha": -3287.95961,
  "spin_multiplicity": 2,
  "total_charge": 0,
  "gap_ha": [0.3272, 0.3474]
}



# 2
{
  "formula": "C4H6N2",
  "method": "ωB97M-V/def2-TZVPD",
  "elements": ["H", "N", "H", "H", "H", "H", "C", "N", "C", "C", "H", "C"],
  "positions_angstrom": [[0.23, -2.02, 0.70], [-0.13, 0.10, 0.64], [-1.59, 1.25, -2.43], [1.05, -0.26, 2.40], [1.96, 0.57, 1.03], [0.05, 2.13, -0.04], [1.14, -0.08, 1.34], [-0.62, 0.73, -2.80], [-0.11, 1.11, -0.36], [0.66, -1.09, 0.36], [1.19, -1.13, -0.59], [-0.19, 0.84, -1.64]],
  "nbo_charge": [0.21, -0.39, 0.38, 0.20, 0.20, 0.23, -0.25, -0.58, -0.24, -0.25, 0.20, 0.30],
  "smiles": "N=C=CN1CC1",
  "e_above_lowest_kcal_mol": 92.41,
  "fmax_ev_per_a": 3.7,
  "e_tot_ha": -265.38830,
  "total_charge": 0,
  "gap_ha": 0.3292
}



# 3
{
  "formula": "C3H3F3O",
  "method": "ωB97M-V/def2-TZVPD",
  "elements": ["F", "F", "C", "C", "F", "H", "H", "C", "O", "H"],
  "positions_angstrom": [[-0.61, -3.03, -2.44], [1.65, 0.37, -0.70], [-0.22, 1.11, 0.48], [0.53, 1.07, 1.68], [-1.51, 1.31, 0.45], [-0.72, -1.34, -1.55], [1.58, 1.09, 1.60], [0.37, 0.27, -0.46], [-1.40, -2.11, -1.81], [0.33, 1.27, 2.74]],
  "nbo_charge": [-0.16, -0.30, 0.21, -0.32, -0.28, 0.47, 0.21, 0.29, -0.35, 0.23],
  "e_above_lowest_kcal_mol": 189.51,
  "fmax_ev_per_a": 5.7,
  "e_tot_ha": -490.64869,
  "total_charge": 0,
  "gap_ha": [0.3073, 0.3072]
}



# 4
{
  "formula": "C38H39BrN12O4P2Ti",
  "method": "ωB97M-V/def2-TZVPD",
  "elements": ["N", "H", "C", "C", "N", "H", "H", "H", "H", "H", "C", "H", "H", "O", "C", "C", "H", "N", "H", "H", "C", "H", "H", "Br", "C", "C", "H", "N", "H", "N", "H", "C", "C", "C", "C", "H", "O", "C", "C", "H", "C", "O", "C", "H", "C", "H", "C", "H", "C", "N", "C", "H", "H", "C", "C", "H", "C", "H", "H", "C", "H", "P", "C", "N", "H", "C", "C", "H", "C", "N", "H", "C", "H", "N", "O", "H", "C", "C", "H", "C", "H", "P", "N", "N", "H", "N", "H", "Ti", "H", "C", "C", "C", "C", "H", "H", "C", "C"],
  "positions_angstrom": [[-0.44, -0.98, 1.82], [-3.06, -1.68, 4.90], [3.15, 2.18, 0.74], [-2.52, 2.97, 3.86], [-5.09, -0.20, 0.44], [-3.59, 2.99, 3.65], [1.96, 1.83, -1.01], [0.79, -1.51, -3.59], [-4.27, 0.95, -2.46], [6.69, -0.20, 1.07], [2.65, 2.51, -0.51], [4.94, -2.40, -3.27], [2.93, -3.00, -6.99], [3.23, 0.29, 2.22], [-5.45, 0.05, -0.84], [6.10, -0.04, 0.17], [-3.79, -2.32, 3.42], [-1.76, 2.73, 2.65], [4.33, 5.41, -1.05], [-2.26, -2.32, -3.54], [4.60, 0.34, -2.13], [1.35, -2.04, 2.33], [-2.23, 3.93, 4.28], [2.27, 4.05, -2.83], [-1.82, 1.62, 1.88], [-2.91, -2.35, 4.06], [4.66, -1.54, 0.70], [-1.29, -1.10, -1.47], [-6.44, -0.17, -1.21], [1.32, -0.87, -1.16], [0.93, -2.97, 0.18], [4.06, -2.75, -5.19], [-0.84, 3.56, 2.09], [2.84, -1.95, -3.29], [1.69, -1.86, -4.07], [4.84, -3.63, -1.43], [1.38, 0.65, 1.03], [4.01, -3.96, -0.81], [1.89, -4.80, 0.79], [0.37, 3.27, 0.28], [-1.68, -1.04, 2.32], [-2.66, -2.85, -1.78], [-5.93, -0.79, 1.46], [-0.87, 0.91, -3.91], [2.91, -2.69, -5.96], [4.99, -3.08, -5.64], [0.30, -1.90, 2.50], [6.06, 1.80, -2.67], [4.10, 3.00, 1.34], [-3.33, 0.69, -0.56], [-1.35, -0.71, -2.75], [-0.28, -3.31, 4.12], [-6.97, -0.66, 1.18], [4.96, -0.80, -0.03], [-3.78, 0.18, 0.57], [-0.60, 4.52, 2.51], [3.01, -5.59, 0.65], [4.50, 2.73, 2.31], [4.01, 0.47, -3.03], [5.75, 1.08, -1.92], [-2.79, -3.36, 4.43], [2.70, -1.57, -1.51], [1.72, -2.23, -5.40], [-1.84, -2.27, -1.09], [1.06, -5.12, 1.41], [1.82, -3.59, 0.12], [4.00, 4.50, -0.55], [-5.73, -1.86, 1.54], [-4.36, 0.60, -1.45], [-0.47, 1.32, -1.89], [-1.71, -1.15, -4.72], [-0.50, -2.53, 3.41], [-2.32, 2.20, 4.60], [-0.97, 1.71, 0.86], [-1.47, -2.67, 0.00], [3.07, -6.54, 1.16], [3.06, 3.67, -1.14], [4.07, -5.18, -0.15], [7.39, 1.48, -0.61], [-0.37, 2.93, 0.98], [-5.76, -0.31, 2.42], [-3.00, 0.26, 2.23], [-1.74, -1.97, 3.30], [-0.84, 0.51, -2.98], [5.25, 4.79, 1.15], [-1.83, -1.43, -3.76], [0.13, 2.07, -2.24], [0.18, -0.12, 0.00], [4.94, -5.81, -0.26], [2.88, -3.16, -0.67], [4.52, 4.15, 0.69], [6.50, 0.89, -0.77], [2.62, 0.93, 1.40], [-1.31, 1.70, -1.46], [0.84, -2.15, -6.02], [4.03, -2.38, -3.86], [4.21, -0.61, -1.19]],
  "lowdin_charge": [-0.05, 0.10, -0.13, -0.01, -0.13, 0.10, 0.06, 0.06, 0.10, 0.12, -0.14, 0.11, 0.12, 0.14, -0.04, -0.05, 0.08, -0.11, 0.12, 0.11, -0.09, 0.12, 0.10, 0.77, -0.43, -0.01, 0.11, 0.04, 0.13, -0.27, 0.05, -0.05, -0.01, -0.28, -0.09, 0.10, -0.18, -0.07, -0.06, 0.10, -0.42, 0.08, -0.02, 0.17, -0.06, 0.12, -0.09, 0.12, 0.01, 0.05, -0.43, 0.14, 0.10, -0.08, -0.45, 0.14, -0.05, 0.13, 0.12, -0.06, 0.11, 0.91, -0.07, -0.40, 0.11, -0.10, -0.09, 0.10, -0.12, 0.05, 0.14, 0.00, 0.09, -0.03, 0.05, 0.12, -0.65, -0.05, 0.12, -0.10, 0.07, 1.22, -0.11, 0.05, 0.12, 0.24, 0.07, 1.03, 0.12, -0.27, -0.04, -0.05, -0.49, 0.08, 0.10, -0.07, -0.30],
  "e_above_lowest_kcal_mol": 26.60,
  "fmax_ev_per_a": 2.3,
  "e_tot_ha": -6535.29008,
  "total_charge": 2,
  "gap_ha": 0.3000
}